--- one ---
Below is a structure of composition C7H11N3O, with properties calculated with the ωB97M-V functional and the def2-TZVPD basis.

Each line ends with the Löwdin charge.
Element x y z (Å)
C 0.79991 1.24378 0.03988  -0.384
C 1.89598 -0.62296 0.09359  -0.417
C -0.27731 2.23660 0.05690  -0.146
C -1.52243 1.45895 0.31772  -0.177
C -2.01559 0.19735 -0.55620  -0.109
C -1.08841 -0.87586 -0.44751  -0.217
C 2.15500 -2.07465 0.05339  -0.016
N 2.08425 1.49076 0.20481  0.026
N 2.78144 0.34453 0.22385  0.039
N 0.64970 -0.09455 -0.03964  0.127
O -1.25546 -1.65390 0.61209  0.056
H -0.11801 3.11368 0.84679  0.168
H -0.43718 2.81274 -0.88267  0.120
H -1.39724 0.94986 1.27037  0.114
H -2.28268 2.17527 0.48874  0.096
H -2.90983 -0.04237 -0.09716  0.099
H -2.24631 0.52839 -1.60441  0.144
H -0.76138 -1.45082 -1.37087  0.166
H 2.37568 -2.45059 -0.95267  0.084
H 2.89384 -2.32704 0.76434  0.064
H 1.21593 -2.65920 0.33365  0.074
H -0.53992 -2.29996 0.64501  0.091

Results
frontier orbital gap	8.82	eV
LUMO energy	0.38	eV

***

--- two ---
Below is a cluster of 2 separate species, C7H11N3O in total, with properties calculated with the ωB97M-V functional and the def2-TZVPD basis.

Each line ends with the Löwdin charge.
Element x y z (Å)
C 3.74584 -0.21140 0.29870  -0.105
C 3.30219 0.99400 -0.19203  -0.104
C 2.88413 -1.29970 0.46599  -0.057
C 2.01075 1.12470 -0.62692  -0.035
C 1.54026 -1.15471 0.03737  -0.031
C 1.12253 0.07446 -0.40280  -0.229
C -0.29005 0.20610 -0.71465  -0.444
N -0.82658 -0.60213 -1.53470  0.141
N -3.44194 -0.98865 0.22320  -0.079
N -0.94327 1.18796 0.13226  0.152
O -3.97087 0.29184 0.43665  -0.178
H 4.76953 -0.15781 0.65141  0.100
H 4.03110 1.79185 -0.26531  0.105
H 3.22668 -2.32234 0.79402  0.117
H 1.65419 1.97229 -1.20152  0.118
H 0.78899 -1.93340 0.08958  0.110
H -1.84899 -0.52599 -1.66280  0.045
H -4.04414 -1.63390 0.83417  0.112
H -2.48065 -1.09237 0.39795  0.021
H -0.62416 1.81322 0.74620  0.030
H -1.83238 1.50358 -0.26019  0.085
H -4.78983 0.28836 -0.16856  0.126

Results
frontier orbital gap	9.87	eV
LUMO energy	0.86	eV

***

Bottom line: one, by a margin of 6.8 kcal/mol.

***

--- one ---
Below is the ion CHO4 with charge +1, with properties calculated with the ωB97M-V functional and the def2-TZVPD basis.

Each line ends with the Löwdin charge.
Element x y z (Å)
C -1.01235 -0.31920 -0.06300  -0.154
O -1.26620 -1.41021 0.22755  0.281
O 2.11634 0.91831 -0.09116  0.370
O 1.50607 0.02500 0.30629  0.231
O 0.18607 0.40064 0.22258  0.114
H -1.52992 0.38547 -0.60226  0.158

Results
frontier orbital gap (alpha / beta)	7.28 / 7.28	eV
total charge	+1
LUMO energy (alpha / beta)	-10.87 / -10.87	eV

***

--- two ---
Below is the ion CHO4 with charge +1, with properties calculated with the ωB97M-V functional and the def2-TZVPD basis.

Each line ends with the Löwdin charge.
Element x y z (Å)
C 0.55332 0.20423 0.37688  -0.022
O 1.41019 0.27689 1.12719  0.285
O 0.79413 2.86808 -1.84802  0.322
O 1.12836 2.35179 -0.87408  0.154
O 0.36998 1.34530 -0.73344  0.073
H -0.27970 -0.44818 0.11505  0.188

Results
frontier orbital gap (alpha / beta)	8.84 / 8.84	eV
total charge	+1
LUMO energy (alpha / beta)	-9.79 / -9.79	eV

***

Bottom line: two, by a margin of 9.6 kcal/mol.